C4H9N2O2 as an isolated structure at a distorted geometry. Source: the OMol25 dataset; level of theory: ωB97M-V/def2-TZVPD.

XYZ file:
```
17
Properties=species:S:1:pos:R:3
C -0.79306 -0.56424 -1.15678
C -1.73606 -0.85719 -0.04781
C 1.10962 -0.78622 0.51280
C 0.03878 1.45536 0.15381
N -2.86487 -0.02599 0.09050
N -0.01066 0.08290 -0.11864
O -3.81534 -0.46940 0.64398
O -2.80671 1.06565 -0.38146
H -0.12814 -1.26597 -1.63611
H -1.28750 0.20330 -1.82484
H -1.59356 -1.45504 0.86791
H 1.79960 -0.13274 1.06081
H 0.68310 -1.32197 1.40440
H 1.51096 -1.52348 -0.18081
H 0.65345 1.79036 0.95439
H 0.46341 2.02858 -0.75326
H -0.96599 1.80564 0.60602
```

Output
Gap between HOMO and LUMO (spin up / spin down)   8.878 / 8.880 eV
LUMO energy (spin up / spin down)   -6.560 / -6.559 eV
Charge   +1

Charges in e, computed with natural (NBO), in the same order as the atoms: number 1, C, carries -0.273; number 2, C, carries 0.163; number 3, C, carries -0.429; number 4, C, carries -0.470; number 5, N, carries 0.463; number 6, N, carries -0.191; number 7, O, carries -0.273; number 8, O, carries -0.337; number 9, H, carries 0.263; number 10, H, carries 0.294; number 11, H, carries 0.272; number 12, H, carries 0.261; number 13, H, carries 0.236; number 14, H, carries 0.244; number 15, H, carries 0.253; number 16, H, carries 0.253; number 17, H, carries 0.269

C4H9N2O3 as an isolated structure at a distorted geometry. Source: the OMol25 dataset; level of theory: ωB97M-V/def2-TZVPD.

XYZ file:
```
18
Properties=species:S:1:pos:R:3
C 0.89384 0.24554 -0.61233
C -0.04715 -0.27845 0.17890
C -0.98991 1.45595 1.64660
C -0.21414 0.08786 1.67740
N 0.46264 -1.18447 -2.56677
N 0.88909 0.04378 -1.98990
O 2.61489 0.14271 -2.33566
O -1.04151 -1.10734 -0.30762
O -0.87333 -0.83374 2.43775
H 1.63474 0.94088 -0.18609
H -1.41091 1.71827 2.56597
H -1.77458 1.45716 1.02822
H -0.43557 2.40178 1.53192
H 0.67150 0.26177 2.17118
H 0.46913 -1.13332 -3.59919
H 1.16927 -1.76883 -2.25698
H -0.73317 -1.09083 -1.16884
H -1.28484 -1.35873 1.78544
```

Output
Gap between HOMO and LUMO   6.552 eV
LUMO energy   3.617 eV
Charge   -1

Charges in e, computed with natural (NBO), in the same order as the atoms: number 1, C, carries -0.108; number 2, C, carries 0.155; number 3, C, carries -0.627; number 4, C, carries 0.078; number 5, N, carries -0.700; number 6, N, carries -0.165; number 7, O, carries -0.850; number 8, O, carries -0.744; number 9, O, carries -0.708; number 10, H, carries 0.229; number 11, H, carries 0.187; number 12, H, carries 0.196; number 13, H, carries 0.200; number 14, H, carries 0.165; number 15, H, carries 0.366; number 16, H, carries 0.351; number 17, H, carries 0.498; number 18, H, carries 0.477

The molecule C4H9N2O3P at a distorted geometry. Source: the OMol25 dataset; level of theory: ωB97M-V/def2-TZVPD.

XYZ file:
```
19
Properties=species:S:1:pos:R:3
C -0.14871 1.30586 0.96092
C 0.27110 -1.37203 0.05015
C 0.65657 1.08843 -0.44252
C 1.17417 -0.34691 -0.66733
N -1.47428 0.69027 1.16073
N -1.07394 -1.42336 -0.50953
O -3.50591 -0.34877 -0.19717
O -0.01010 1.53452 -1.48043
O 2.48175 -0.52178 -0.30572
P -2.05644 -0.11132 -0.11248
H 0.38168 0.90309 1.75611
H -0.17309 2.46369 0.96159
H 0.59909 -2.34363 -0.01062
H 0.34323 -1.21799 1.06489
H 1.65394 1.49617 -0.06425
H 1.16683 -0.39598 -1.71956
H -2.14723 1.33517 1.54329
H -1.11567 -1.39606 -1.50987
H 2.97701 -1.33938 -0.47818
```

Output
Gap between HOMO and LUMO (spin up / spin down)   6.817 / 6.826 eV
LUMO energy (spin up / spin down)   -1.437 / -1.435 eV

Charges in e, computed with natural (NBO), in the same order as the atoms: number 1, C, carries -0.286; number 2, C, carries -0.256; number 3, C, carries 0.106; number 4, C, carries 0.050; number 5, N, carries -0.943; number 6, N, carries -0.885; number 7, O, carries -0.970; number 8, O, carries -0.772; number 9, O, carries -0.743; number 10, P, carries 2.207; number 11, H, carries 0.191; number 12, H, carries 0.229; number 13, H, carries 0.201; number 14, H, carries 0.209; number 15, H, carries 0.146; number 16, H, carries 0.177; number 17, H, carries 0.435; number 18, H, carries 0.414; number 19, H, carries 0.489

An isolated ion of composition C4H9N2O3S2 and charge -1 at a distorted geometry. Source: the OMol25 dataset; level of theory: ωB97M-V/def2-TZVPD.

XYZ file:
```
20
Properties=species:S:1:pos:R:3
C 0.13833 2.41512 -0.11948
C 0.62896 -0.12472 -0.17027
C 2.02256 -0.17495 0.38853
C -0.17602 0.93785 0.56801
N -3.81364 -0.41076 -0.31242
N -1.56662 0.78023 0.61708
O -0.85617 2.88138 -0.70647
O 1.26715 2.81158 0.01878
O -2.14210 -1.77923 0.77237
S 3.03148 -1.52117 -0.38249
S -2.33359 -0.68768 -0.04073
H 0.56113 0.03432 -1.21553
H 0.09930 -1.03485 0.12285
H 2.45349 0.75543 0.08949
H 1.88199 -0.19096 1.41221
H 0.20128 1.01967 1.57747
H -4.06802 0.47940 -0.71360
H -1.85424 1.61842 0.12723
H 4.11745 -1.33924 0.31578
H -1.92873 -1.15733 -1.41275
```

Output
Gap between HOMO and LUMO   7.813 eV
LUMO energy   2.859 eV
Charge   -1

Charges in e, computed with natural (NBO), in the same order as the atoms: number 1, C, carries 0.783; number 2, C, carries -0.422; number 3, C, carries -0.484; number 4, C, carries -0.189; number 5, N, carries -1.223; number 6, N, carries -0.800; number 7, O, carries -0.781; number 8, O, carries -0.736; number 9, O, carries -0.954; number 10, S, carries -0.087; number 11, S, carries 1.978; number 12, H, carries 0.210; number 13, H, carries 0.195; number 14, H, carries 0.248; number 15, H, carries 0.204; number 16, H, carries 0.176; number 17, H, carries 0.372; number 18, H, carries 0.430; number 19, H, carries 0.106; number 20, H, carries -0.025

C4H9N2OS as an isolated structure at a distorted geometry. Source: the OMol25 dataset; level of theory: ωB97M-V/def2-TZVPD.

XYZ file:
```
17
Properties=species:S:1:pos:R:3
O 0.54432 0.92765 1.22246
C -0.16466 0.17237 0.44022
N 0.42431 -1.10282 0.08276
C 1.88239 -1.07750 -0.04655
N 2.29346 0.24097 -0.37349
C -0.91068 0.93302 -0.61501
C -1.69383 0.27594 0.53607
S -4.81102 0.02627 -0.58565
H -0.24636 -1.60874 -0.46313
H 2.16075 -1.83344 -0.77769
H 2.20868 -1.37311 0.95082
H 1.60616 0.83586 0.47841
H 3.25168 0.33444 -0.31438
H -0.69717 1.98887 -0.54470
H -1.19071 0.63690 -1.64955
H -2.67267 -0.06284 0.16003
H -1.98465 0.68618 1.49939
```

Output
Gap between HOMO and LUMO   2.853 eV
LUMO energy   -0.218 eV
Charge   -1

Charges in e, computed with natural (NBO), in the same order as the atoms: number 1, O, carries -0.780; number 2, C, carries 0.459; number 3, N, carries -0.633; number 4, C, carries -0.037; number 5, N, carries -0.969; number 6, C, carries -0.462; number 7, C, carries -0.514; number 8, S, carries -0.367; number 9, H, carries 0.369; number 10, H, carries 0.152; number 11, H, carries 0.133; number 12, H, carries 0.430; number 13, H, carries 0.326; number 14, H, carries 0.213; number 15, H, carries 0.201; number 16, H, carries 0.252; number 17, H, carries 0.226

An isolated ion of composition C4H9N2OS and charge -1 at a distorted geometry. Source: the OMol25 dataset; level of theory: ωB97M-V/def2-TZVPD.

XYZ file:
```
17
Properties=species:S:1:pos:R:3
C 1.94173 -0.98913 0.93911
N 0.50080 -0.76178 1.10400
C -0.10204 -0.18570 -0.10892
C 0.19061 1.29734 -0.28322
S 0.24016 1.91295 -2.03769
C -1.58953 -0.52408 -0.16362
N -2.26815 0.16737 -1.10881
O -2.14918 -1.35436 0.53761
H 2.15798 -1.32456 -0.07817
H 2.57191 -0.09899 1.09907
H 2.29338 -1.73314 1.66368
H 0.41408 -0.04875 1.82162
H 0.30548 -0.73464 -0.95906
H 1.15189 1.53601 0.18489
H -0.56590 1.91567 0.19560
H -1.82486 0.87657 -1.70000
H -3.26837 0.04920 -1.10609
```

Output
Gap between HOMO and LUMO   6.812 eV
LUMO energy   3.838 eV
Charge   -1

Charges in e, computed with natural (NBO), in the same order as the atoms: number 1, C, carries -0.413; number 2, N, carries -0.597; number 3, C, carries -0.183; number 4, C, carries -0.540; number 5, S, carries -0.709; number 6, C, carries 0.676; number 7, N, carries -0.857; number 8, O, carries -0.658; number 9, H, carries 0.195; number 10, H, carries 0.162; number 11, H, carries 0.178; number 12, H, carries 0.341; number 13, H, carries 0.214; number 14, H, carries 0.189; number 15, H, carries 0.192; number 16, H, carries 0.433; number 17, H, carries 0.377

An isolated ion of composition C4H9N2OS and charge -1 at a distorted geometry. Source: the OMol25 dataset; level of theory: ωB97M-V/def2-TZVPD.

XYZ file:
```
17
Properties=species:S:1:pos:R:3
N 0.75686 -0.52242 -1.19094
C -0.24239 -0.65883 -0.09718
C -0.46317 -2.11161 0.28948
S -1.38898 -2.98895 -1.03499
C 0.34385 0.17115 1.04381
N 0.11709 1.54429 1.00372
C -0.19822 2.30829 -0.18636
O 0.99417 -0.28392 1.96418
H 1.49406 -1.18064 -0.96811
H 0.33972 -0.81865 -2.06389
H -1.15705 -0.22793 -0.46458
H 0.49696 -2.57590 0.44252
H -1.04585 -2.17553 1.20741
H 0.74780 2.00702 1.64391
H 0.64395 2.92846 -0.50008
H -0.34808 1.66571 -1.05281
H -1.09069 2.91947 -0.03609
```

Output
Gap between HOMO and LUMO   5.984 eV
LUMO energy   3.462 eV
Charge   -1

Charges in e, computed with natural (NBO), in the same order as the atoms: number 1, N, carries -0.860; number 2, C, carries -0.174; number 3, C, carries -0.519; number 4, S, carries -0.740; number 5, C, carries 0.700; number 6, N, carries -0.636; number 7, C, carries -0.417; number 8, O, carries -0.639; number 9, H, carries 0.354; number 10, H, carries 0.382; number 11, H, carries 0.208; number 12, H, carries 0.183; number 13, H, carries 0.191; number 14, H, carries 0.376; number 15, H, carries 0.182; number 16, H, carries 0.233; number 17, H, carries 0.177

The calculation returns the following energy above the lowest of the compared OMol25 structures with the same formula, charge and spin values, one per record and in order: 719.9; 541.3; 413.9; 38.4; 839.5; 43.4; 63.0 kJ/mol.
The calculation returns the following energy values, one per record and in order: -417.30715; -492.87294; -834.30238; -1289.39093; -740.50426; -740.80748; -740.80002 a.u..